Entry 1:
90
Properties=species:S:1:pos:R:3:forces:R:3:lowdin_charge:R:1 method="wB97M-V/def2-TZVPD" e_tot_ha=-3845.46319 total_charge=+2 homo_lumo_gap_ev="3.97 / 3.99" e_lumo_ha="-0.3188 / -0.3181"
Au -0.200807 0.299871 -0.570242 0.2 0.0 0.2 1.127
I -0.852662 5.564987 -2.247937 0.2 -0.1 0.1 0.929
S -0.391552 0.583536 1.983769 0.2 -0.5 -0.6 0.773
S -1.790086 -1.911555 -4.213359 0.3 0.1 0.2 1.091
S -0.767347 -4.903917 -2.612061 0.1 0.2 0.2 1.077
S -3.080550 -1.727335 0.452686 -0.2 -0.2 -0.2 1.038
O 0.210589 2.376976 -0.673150 -0.1 -0.5 0.1 -0.146
O 6.018719 0.033132 1.859389 -0.1 0.0 -0.1 0.088
O -2.516880 1.206073 -1.146310 0.3 0.0 -0.1 -0.242
O -0.366476 -1.678659 -0.478187 0.6 1.0 0.9 -0.262
N 4.443186 -1.084518 3.032408 -0.1 0.1 -0.2 -0.051
N 2.232945 0.166719 -0.673398 -0.4 -0.2 -0.2 0.018
N -2.875019 1.236161 2.514081 -0.1 -0.1 0.2 -0.030
N 0.421281 2.343242 -2.945388 0.0 -0.2 0.5 0.229
N -1.435167 3.017078 2.483222 0.0 -0.1 0.1 0.013
C -3.960827 3.018815 -1.717751 0.1 -0.1 0.0 -0.145
C 4.115753 -0.490008 0.635336 0.1 0.1 -0.3 -0.075
C -3.009387 2.471333 -0.656059 -0.1 0.2 0.2 -0.187
C -0.760030 -1.867454 -2.829513 -0.3 0.3 -0.2 -0.493
C -3.460790 2.331807 -2.987604 0.0 -0.1 0.2 -0.143
C -0.812342 -3.823548 -1.264523 0.6 0.0 0.0 -0.451
C -4.935019 -2.623848 -1.050989 -0.2 0.0 0.2 -0.156
C 2.936890 -0.034767 -1.787149 0.3 0.2 -0.1 -0.148
C 3.189815 -1.813735 3.132320 -0.2 0.1 0.2 -0.197
C 0.875103 4.386951 -1.733425 -0.3 0.0 0.0 -0.501
C 5.310859 0.395813 4.853067 -0.1 -0.2 0.0 -0.062
C 0.486757 -1.410916 -3.166661 0.0 0.1 0.2 -0.158
C -3.072048 0.965202 -2.453920 -0.3 0.0 -0.3 -0.186
C 4.922481 -0.500862 1.912877 0.1 -0.2 0.3 -0.417
C -1.657064 1.719664 2.326741 -0.2 0.3 -0.1 -0.733
C -0.337830 -5.864161 -0.282067 0.0 -0.3 -0.1 -0.157
C 0.602220 -1.064025 -4.539525 0.1 0.1 -0.1 -0.171
C 2.153034 -1.082762 3.984771 0.1 -0.1 -0.2 -0.084
C -0.424485 -6.230727 -1.591276 0.0 0.0 0.1 -0.379
C -2.639834 -2.289643 -1.120191 0.2 0.7 0.2 -0.461
C 4.234059 -0.513231 -1.763856 0.0 0.0 0.1 0.001
C 0.480068 2.942863 -1.759441 0.0 0.2 -0.5 -0.612
C 4.827158 -0.748093 -0.536244 -0.1 0.0 0.1 0.047
C -0.152849 3.699410 2.361462 0.1 0.1 0.1 -0.051
C 5.282656 -0.998433 4.231775 0.2 0.3 0.1 -0.182
C -0.568251 -4.483715 -0.089159 -0.1 0.5 -0.2 -0.100
C -4.012812 1.977462 3.034886 0.0 0.1 0.1 -0.033
C 2.808942 -0.046073 0.513054 0.0 0.0 0.1 -0.072
C -0.552254 -1.285294 -5.221636 -0.2 0.0 0.0 -0.357
C -3.733295 -2.761374 -1.791031 0.4 0.3 -0.1 -0.136
C -1.132073 -2.333855 -1.438699 -1.4 -1.3 -0.4 -0.583
C -4.734050 -2.086044 0.181459 0.0 0.0 0.0 -0.382
H 2.478403 -1.015410 5.021982 0.0 0.0 0.0 0.078
H 1.987816 -0.070831 3.608884 0.0 0.0 0.1 0.036
H 2.198791 0.183163 1.378336 0.1 -0.1 0.0 0.063
H -0.296358 4.637403 1.827446 -0.1 0.0 0.0 0.095
H -2.577472 2.849308 -3.369872 0.0 0.0 -0.1 0.085
H -5.905402 -2.925240 -1.416871 0.0 0.0 0.0 0.116
H -2.322990 0.466641 -3.059996 0.1 -0.1 0.0 0.072
H 0.539065 3.074875 1.810162 0.0 0.0 0.0 0.044
H 0.261886 3.917491 3.345681 0.0 0.0 0.0 0.103
H -4.986148 2.719866 -1.499667 0.0 0.0 0.0 0.125
H -4.863635 1.305413 3.083808 0.0 0.0 0.0 0.104
H -4.209060 2.268555 -3.774163 0.0 0.0 0.0 0.129
H -4.276004 2.819201 2.390949 0.0 0.0 0.0 0.091
H 2.798549 -1.996264 2.132825 0.1 -0.1 0.0 0.108
H -2.961755 0.236440 2.418677 0.1 0.0 -0.1 0.081
H -3.811240 2.347780 4.042816 0.0 0.0 0.0 0.107
H 5.941135 0.378450 5.741681 0.0 0.0 0.0 0.084
H -0.755848 -1.124138 -6.268534 0.0 0.0 0.0 0.083
H 2.457973 0.216374 -2.725478 0.0 0.0 0.1 0.092
H -2.157610 3.136866 -0.494388 0.0 0.0 0.0 0.077
H -3.924087 4.104732 -1.779739 0.0 0.0 0.0 0.100
H 1.650429 4.612127 -2.459287 0.0 0.0 0.0 0.067
H 1.204100 -1.620655 3.958916 0.0 0.0 0.1 0.073
H -5.471775 -1.913207 0.949058 0.0 0.0 0.0 0.072
H 5.847148 -1.100157 -0.463763 0.0 0.1 0.0 0.141
H 0.603498 2.844611 -3.799865 0.0 0.1 0.0 0.139
H 1.508229 -0.692372 -4.997124 0.0 0.0 -0.1 0.112
H 3.397798 -2.786350 3.584316 0.0 0.0 -0.1 0.129
H -0.113261 -6.559791 0.512508 0.0 0.0 0.0 0.113
H -2.197517 3.582144 2.831849 0.0 0.0 0.0 0.142
H -3.512764 2.298339 0.297451 0.1 0.0 -0.1 0.098
H -3.942541 0.309593 -2.356305 0.1 0.0 0.0 0.133
H 1.180605 4.679108 -0.736098 0.0 0.0 0.0 0.058
H 0.123233 1.377777 -3.014228 0.0 0.0 -0.2 0.086
H -0.298871 -7.213202 -2.017390 0.0 0.0 0.0 0.078
H 1.303267 -1.394186 -2.458950 -0.2 -0.3 -0.1 0.081
H 5.732041 1.111656 4.151402 0.0 0.0 0.0 0.071
H 4.770651 -0.684530 -2.686103 0.0 0.0 0.0 0.125
H 4.910860 -1.727117 4.950942 0.0 -0.1 -0.1 0.122
H -3.697837 -3.197392 -2.777951 0.0 -0.1 0.0 0.092
H -0.545662 -3.986325 0.869562 0.0 0.0 0.0 0.117
H 6.299857 -1.270325 3.947813 0.0 -0.1 0.0 0.127
H 4.311755 0.721044 5.146147 0.0 0.0 0.0 0.066

***

Entry 2:
103
Properties=species:S:1:pos:R:3:forces:R:3:lowdin_charge:R:1 method="wB97M-V/def2-TZVPD" e_tot_ha=-4064.45247 total_charge=-2 homo_lumo_gap_ev=5.02 e_lumo_ha=0.1336
Rb -0.378030 -0.525910 -0.686422 1.0 0.2 1.3 0.666
S -2.911663 -1.312048 -5.565039 0.0 -0.1 0.0 0.591
S -1.462852 -1.790179 -3.328349 -0.5 -0.2 -0.7 0.530
P 0.602291 3.419563 -0.715147 -0.3 0.4 0.2 0.973
F -1.660494 1.013720 -5.142135 0.0 0.0 0.0 0.125
F -3.219362 1.082588 -6.630804 0.0 0.0 0.0 0.106
F -3.744223 1.019245 -4.544336 0.0 0.0 0.1 0.131
F -2.722799 -4.109890 -3.810239 0.0 -0.1 0.0 0.130
F -1.695899 -3.998759 -1.918736 0.0 0.0 0.1 0.140
F -3.570279 -2.967105 -2.178800 -0.1 0.0 0.0 0.121
O -3.515941 1.851924 -0.006506 -0.7 0.3 0.2 0.060
O -4.089352 -1.708850 -4.839263 0.1 0.1 -0.1 -0.295
O -0.133074 -2.052549 -2.867149 -0.1 -0.2 -0.7 -0.392
O -2.878811 -1.533141 -6.981102 0.2 -0.1 0.0 -0.300
O -2.170118 -0.679564 -2.722362 0.0 -0.2 -0.2 -0.426
N 0.050427 -3.803142 2.900901 -0.1 -0.1 0.1 -0.097
N -1.229872 0.595127 2.782674 0.1 0.0 -0.1 0.196
N 0.317478 -4.391908 0.419892 -0.1 0.0 -0.1 -0.102
N 3.163508 0.527373 0.850565 0.0 -0.1 0.1 -0.258
N 0.283869 -2.502194 3.163375 0.1 -0.2 0.1 0.070
N -1.414432 1.198275 6.751329 -0.1 0.0 0.0 0.127
N -2.234643 0.152327 4.871403 0.0 0.2 0.2 0.167
N 1.055747 -3.345120 -0.011491 0.0 -0.1 0.2 0.038
N -3.242718 -0.901473 1.605850 0.1 0.1 -0.2 0.103
N -1.543730 -1.807564 -4.912545 -0.2 0.2 0.2 -0.290
N 0.708298 1.833622 2.730382 -0.2 0.0 -0.1 0.187
N -0.322580 1.559455 4.762358 0.0 0.0 0.0 0.168
C -1.550873 3.092828 -2.551857 0.1 0.0 0.0 -0.159
C 2.376131 5.479654 -1.758262 0.0 0.0 0.0 -0.162
C -3.054311 -0.986093 2.915776 0.1 0.0 0.0 -0.207
C -4.423315 -2.931887 3.044373 0.0 0.0 0.1 -0.067
C 3.121942 -0.239531 2.083373 0.1 0.0 0.0 -0.120
C -2.122271 0.004668 3.553509 0.0 -0.3 -0.2 -0.280
C 4.135956 1.590852 0.930341 0.0 0.0 -0.1 -0.116
C 1.974921 1.167611 -3.383221 0.3 0.1 0.0 -0.190
C 1.743114 -3.785568 -1.059636 -0.1 0.0 -0.1 -0.197
C -1.443705 4.635414 0.834962 0.1 0.1 0.0 -0.172
C -3.638528 -1.983353 3.680712 0.0 -0.1 0.2 -0.012
C -1.325560 0.975582 5.401636 0.0 -0.1 0.0 -0.469
C 3.302825 0.240185 -1.663649 0.1 0.0 0.0 -0.300
C -3.995073 -1.807749 0.997512 -0.1 0.1 0.1 -0.123
C 2.281188 4.099368 -1.110767 0.0 -0.1 0.1 -0.424
C -2.875811 0.563371 -5.440093 0.1 -0.1 -0.1 -0.663
C 4.218063 0.457847 -3.897535 0.0 0.0 0.0 -0.144
C -2.613552 1.187889 0.077959 0.3 0.1 -0.3 -0.115
C -0.306900 1.316220 3.442609 0.0 -0.1 -0.1 -0.431
C -0.265767 3.879192 -2.297715 0.0 -0.2 0.0 -0.410
C 1.096028 -3.772818 4.852513 0.1 0.1 0.0 -0.109
C 3.002760 0.984613 -4.314960 -0.1 0.1 0.1 -0.135
C 0.922725 -2.480350 4.331949 -0.1 0.0 0.0 -0.204
C 0.507527 -5.458276 -0.378147 0.2 0.0 0.2 -0.141
C 0.520666 -4.580891 3.894670 0.0 0.0 -0.1 -0.133
C 0.000441 4.836249 0.362490 -0.1 -0.1 0.0 -0.441
C 4.359313 0.077719 -2.565305 0.0 0.0 0.0 -0.093
C 1.432314 -5.124066 -1.347175 0.0 0.1 0.0 -0.093
C 2.076276 0.837372 -2.017002 -0.4 -0.2 -0.3 -0.178
C -4.607751 -2.850029 1.678649 0.0 0.0 -0.1 -0.060
C -2.432423 -3.311803 -2.784202 0.2 0.1 0.0 -0.651
C 3.460041 -0.363780 -0.274262 -0.1 0.1 -0.1 -0.199
B -0.672865 -4.334621 1.628015 0.1 0.2 -0.1 -0.432
H -2.312533 0.992108 7.153782 0.0 0.0 0.0 0.084
H -0.974075 -5.489723 1.879938 -0.1 0.1 -0.1 0.062
H 1.039693 1.588575 -3.765944 0.0 0.0 0.0 0.059
H 1.898547 5.493613 -2.739560 0.0 0.0 0.0 0.057
H 2.345904 -1.004765 2.022910 0.0 0.0 0.0 0.071
H -0.943540 2.023649 7.079518 0.0 0.0 0.0 0.083
H 2.895696 0.416435 2.929221 0.0 -0.1 0.0 0.060
H 5.035811 0.320159 -4.597986 0.0 0.0 0.0 0.075
H -0.467292 4.954702 -2.301440 0.0 0.0 0.0 0.071
H -3.435334 -2.021690 4.741692 0.0 0.0 0.0 0.104
H 5.296864 -0.373103 -2.238198 0.0 0.0 0.0 0.087
H -4.872758 -3.739316 3.609335 0.0 0.0 0.0 0.102
H 4.159392 2.131661 -0.016459 0.0 0.0 0.0 0.068
H -1.361305 2.017233 -2.531339 0.0 0.0 0.0 0.047
H 2.853385 1.242588 -5.361782 0.0 0.0 0.0 0.080
H 0.670928 4.859162 1.228723 0.0 0.0 0.0 0.062
H -4.114622 -1.684854 -0.074628 0.0 -0.1 0.0 0.108
H -5.197463 -3.582595 1.143913 0.0 0.0 0.0 0.104
H 0.443678 3.669889 -3.102918 0.0 0.0 0.0 0.060
H -1.639301 -3.642571 1.363667 0.1 0.0 0.1 0.062
H -1.698558 5.316986 1.652298 0.0 0.0 0.0 0.059
H 2.410857 -3.119375 -1.586984 0.0 0.0 0.0 0.097
H 1.498988 2.169676 3.250637 0.0 0.1 0.0 0.093
H -1.601112 3.616505 1.188747 0.0 0.0 0.1 0.034
H 1.911077 6.257553 -1.147930 0.0 0.0 0.0 0.049
H 1.572708 -4.066847 5.773597 0.0 0.0 0.0 0.067
H 0.415506 -5.652910 3.848073 0.0 0.0 0.0 0.100
H -1.972905 3.333799 -3.530080 0.0 0.0 0.0 0.068
H -0.011372 -6.385031 -0.189285 0.0 0.1 0.0 0.102
H 2.774660 -1.211619 -0.182151 0.0 0.0 0.0 0.087
H 2.740748 3.346717 -1.755502 0.0 0.0 0.0 0.052
H 0.083915 5.801608 -0.146348 0.1 0.0 0.0 0.051
H 4.486792 -0.764160 -0.163222 0.0 -0.1 0.1 0.112
H 4.086367 -0.738595 2.296019 0.0 0.0 0.0 0.086
H 3.866577 2.290781 1.727977 0.0 0.0 0.0 0.072
H 2.842468 4.089283 -0.170341 0.0 0.0 0.0 0.057
H -2.308135 3.307229 -1.799479 0.0 0.0 0.0 0.038
H 1.231748 -1.542804 4.767524 0.0 0.1 0.0 0.082
H 0.869068 1.501525 1.786805 0.1 0.1 0.0 0.072
H 1.808220 -5.739962 -2.147148 0.0 0.0 0.0 0.074
H -2.152698 4.811331 0.021656 0.0 0.0 0.0 0.059
H 3.424370 5.758187 -1.900445 0.0 0.0 0.0 0.061
H 5.154761 1.209326 1.137578 0.0 0.0 0.0 0.082